No. 1
Molecular formula: C6H8BrNS
Method: DFT, ωB97M-V with the def2-TZVPD basis set

orbital gap	8.53	eV
E_LUMO	0.0	eV
energy above the lowest of the compared OMol25 structures with the same formula, charge and spin	36.8	kcal per mole
E_HOMO	-8.54	eV
structure (SMILES)	CSC1=NC=C[C@@H](Br)C1

ORCA input file:
```
! RIJCOSX wB97M-V def2-TZVPD def2/J DEFGRID3
* xyz 0 1
C 1.620 -1.665 0.157
C 2.056 -0.427 0.882
C 0.539 -1.575 -0.604
C 0.968 0.552 1.159
C -0.130 0.489 0.169
C -2.346 1.558 -1.116
N -0.359 -0.544 -0.576
S -1.192 1.870 0.265
Br 3.726 0.415 -0.035
H 2.350 -2.571 -0.054
H 2.479 -0.796 1.817
H 0.263 -2.372 -1.296
H 0.533 0.399 2.083
H 1.528 1.573 1.207
H -2.492 2.267 -1.916
H -3.330 1.358 -0.634
H -2.084 0.544 -1.407
*
```

For each atom in turn, the natural (NBO) charge in e is: number 1, C, carries -0.281; number 2, C, carries -0.181; number 3, C, carries 0.011; number 4, C, carries -0.550; number 5, C, carries 0.180; number 6, C, carries -0.764; number 7, N, carries -0.521; number 8, S, carries 0.285; number 9, Br, carries -0.093; number 10, H, carries 0.235; number 11, H, carries 0.229; number 12, H, carries 0.200; number 13, H, carries 0.253; number 14, H, carries 0.268; number 15, H, carries 0.236; number 16, H, carries 0.224; number 17, H, carries 0.270

No. 2
Molecular formula: C4H7NO2
Method: DFT, ωB97M-V with the def2-TZVPD basis set

orbital gap (spin up / spin down)	7.94 / 7.95	eV
E_LUMO (spin up / spin down)	0.5 / 0.5	eV
energy above the lowest of the compared OMol25 structures with the same formula, charge and spin	62.7	kcal per mole
E_HOMO (spin up / spin down)	-7.49 / -7.49	eV
structure (SMILES)	C/C(N)=C(/O)C=O

ORCA input file:
```
! RIJCOSX wB97M-V def2-TZVPD def2/J DEFGRID3
* xyz 0 1
C -1.087 0.369 -1.124
C 1.066 -0.274 0.167
C -0.274 0.213 0.135
N -0.717 0.933 1.204
C 1.046 -1.640 -0.188
O 2.051 0.340 0.929
O -0.125 -2.088 -0.411
H 2.063 1.269 0.644
H -0.393 0.618 2.111
H -1.682 1.246 1.184
H 1.959 -2.225 -0.337
H -0.650 -0.193 -1.948
H -2.105 0.001 -0.973
H -1.153 1.429 -1.394
*
```

For each atom in turn, the natural (NBO) charge in e is: number 1, C, carries -0.664; number 2, C, carries -0.029; number 3, C, carries 0.376; number 4, N, carries -0.772; number 5, C, carries 0.294; number 6, O, carries -0.685; number 7, O, carries -0.630; number 8, H, carries 0.475; number 9, H, carries 0.405; number 10, H, carries 0.391; number 11, H, carries 0.146; number 12, H, carries 0.254; number 13, H, carries 0.223; number 14, H, carries 0.217

No. 3
Molecular formula: Br2HO3P
Method: DFT, ωB97M-V with the def2-TZVPD basis set

orbital gap	8.24	eV
E_LUMO	-1.0	eV
energy above the lowest of the compared OMol25 structures with the same formula, charge and spin	8.0	kcal per mole
E_HOMO	-9.26	eV

ORCA input file:
```
! RIJCOSX wB97M-V def2-TZVPD def2/J DEFGRID3
* xyz 0 1
O 0.334 1.215 -1.378
O -0.830 0.791 0.636
O 0.956 -1.032 -0.169
P -0.501 0.013 -0.730
Br -1.516 -0.181 2.028
Br 0.574 -2.478 0.546
H 0.983 1.672 -0.933
*
```

For each atom in turn, the natural (NBO) charge in e is: number 1, O, carries -0.984; number 2, O, carries -0.915; number 3, O, carries -0.950; number 4, P, carries 1.628; number 5, Br, carries 0.369; number 6, Br, carries 0.342; number 7, H, carries 0.510

No. 4
Molecular formula: C6H9Br9O3
Method: DFT, ωB97M-V with the def2-TZVPD basis set

orbital gap (spin up / spin down)	7.63 / 2.81	eV
E_LUMO (spin up / spin down)	-4.9 / -9.7	eV
E_HOMO (spin up / spin down)	-12.49 / -12.49	eV

ORCA input file:
```
! RIJCOSX wB97M-V def2-TZVPD def2/J DEFGRID3
* xyz 1 2
C 1.178 -0.479 -0.985
Br -0.225 -0.111 -2.439
Br 2.284 -2.015 -1.457
Br 0.313 -0.827 0.782
H 1.784 0.405 -0.786
C 3.654 2.488 1.098
Br 4.034 0.456 1.108
Br 2.020 2.714 2.153
Br 3.567 3.173 -0.662
H 4.500 2.961 1.596
C 3.805 -3.236 -4.879
Br 3.416 -5.220 -5.065
Br 2.207 -2.198 -5.563
Br 5.585 -2.638 -5.663
H 3.834 -2.893 -3.845
C -2.469 -1.445 2.689
O -3.362 -0.295 2.821
C -3.468 0.607 1.886
O -2.885 0.676 0.803
O -4.274 1.528 2.462
C -4.614 2.704 1.647
H -2.645 -2.090 1.828
H -2.604 -2.104 3.547
H -1.459 -1.038 2.709
H -5.049 2.346 0.713
H -3.694 3.246 1.429
H -5.432 3.284 2.074
*
```

For each atom in turn, the natural (NBO) charge in e is: number 1, C, carries -0.473; number 2, Br, carries 0.218; number 3, Br, carries 0.249; number 4, Br, carries 0.539; number 5, H, carries 0.238; number 6, C, carries -0.457; number 7, Br, carries 0.019; number 8, Br, carries 0.101; number 9, Br, carries 0.156; number 10, H, carries 0.238; number 11, C, carries -0.423; number 12, Br, carries 0.099; number 13, Br, carries 0.044; number 14, Br, carries 0.093; number 15, H, carries 0.190; number 16, C, carries -0.254; number 17, O, carries -0.461; number 18, C, carries 0.992; number 19, O, carries -0.587; number 20, O, carries -0.472; number 21, C, carries -0.268; number 22, H, carries 0.207; number 23, H, carries 0.230; number 24, H, carries 0.165; number 25, H, carries 0.196; number 26, H, carries 0.199; number 27, H, carries 0.223

No. 5
Molecular formula: C3H8O2S2
Method: DFT, ωB97M-V with the def2-TZVPD basis set

orbital gap (spin up / spin down)	7.53 / 7.64	eV
E_LUMO (spin up / spin down)	-0.8 / -0.7	eV
energy above the lowest of the compared OMol25 structures with the same formula, charge and spin	82.9	kcal per mole
E_HOMO (spin up / spin down)	-8.33 / -8.39	eV

ORCA input file:
```
! RIJCOSX wB97M-V def2-TZVPD def2/J DEFGRID3
* xyz 0 1
C 0.102 -0.535 2.579
C 0.272 0.736 -2.714
C -0.090 -0.991 1.197
O 0.803 2.511 -0.796
O -1.924 -0.858 -0.759
S 0.848 1.092 -1.003
S -1.257 0.014 0.239
H 0.451 0.557 2.428
H -0.833 -0.475 3.041
H 0.870 -1.014 3.078
H 0.680 1.549 -3.310
H -0.893 0.914 -2.664
H 0.580 -0.287 -3.024
H -0.498 -2.043 1.142
H 0.890 -1.172 0.567
*
```

For each atom in turn, the natural (NBO) charge in e is: number 1, C, carries -0.618; number 2, C, carries -0.857; number 3, C, carries -0.635; number 4, O, carries -0.898; number 5, O, carries -0.891; number 6, S, carries 1.042; number 7, S, carries 0.997; number 8, H, carries 0.202; number 9, H, carries 0.218; number 10, H, carries 0.229; number 11, H, carries 0.246; number 12, H, carries 0.256; number 13, H, carries 0.247; number 14, H, carries 0.237; number 15, H, carries 0.225